## w
{
  "formula": "C7H11NO",
  "method": "ωB97M-V/def2-TZVPD",
  "gap_ev": 8.502,
  "spin_multiplicity": 1,
  "e_homo_ev": -9.03,
  "charge": 0,
  "symbols": ["C", "C", "C", "C", "C", "C", "C", "N", "O", "H", "H", "H", "H", "H", "H", "H", "H", "H", "H", "H"],
  "positions_angstrom": [[-0.6152, 1.6748, -0.0610], [1.7695, -0.1141, 0.2733], [0.2492, 0.3457, 0.2397], [0.1576, 2.9162, -0.0101], [-0.0254, -2.1767, 0.3039], [-1.9771, -0.7491, -0.3987], [-0.4550, -0.8789, -0.4040], [2.8842, -0.1472, -0.0477], [4.0419, -0.3727, -0.2106], [-0.0462, 0.3507, 1.3079], [-0.3555, 3.7066, -0.5582], [1.2123, 2.8598, -0.2861], [0.1042, 3.1964, 1.0472], [-0.8689, -2.8546, 0.4057], [0.3658, -1.9802, 1.3003], [0.7509, -2.6883, -0.2574], [-2.3503, -0.6082, 0.6122], [-2.4197, -1.6550, -0.8066], [-2.2955, 0.0947, -1.0010], [-0.1266, -0.9199, -1.4488]],
  "lowdin_charge": [0.112, 0.063, -0.251, -0.150, -0.077, -0.108, -0.428, -0.146, 0.015, 0.141, 0.072, 0.076, 0.106, 0.073, 0.076, 0.078, 0.084, 0.075, 0.054, 0.136]
}

---

## x
{
  "formula": "C7H11NO",
  "method": "ωB97M-V/def2-TZVPD",
  "gap_ev": 10.282,
  "spin_multiplicity": 1,
  "e_homo_ev": -9.66,
  "charge": 0,
  "symbols": ["C", "C", "C", "C", "C", "C", "C", "N", "H", "H", "H", "H", "H", "H", "H", "H", "H", "O", "H", "H"],
  "positions_angstrom": [[2.4527, 2.6878, -2.3791], [1.6370, 1.9557, -1.4100], [0.9976, 1.3047, -0.6117], [0.2118, 0.5120, 0.3454], [-0.8446, 1.3755, 1.0473], [-0.4158, -0.6990, -0.3735], [-1.1987, -1.5758, 0.5691], [-0.6295, -2.3035, 1.5199], [2.2219, 2.3657, -3.4042], [2.2638, 3.7681, -2.3085], [3.5230, 2.5139, -2.2002], [0.9130, 0.1367, 1.1093], [-1.2773, 0.8399, 1.9035], [-0.3962, 2.3022, 1.4280], [-1.6485, 1.6429, 0.3470], [-1.1094, -0.3592, -1.1538], [0.3798, -1.2960, -0.8438], [-2.1318, -2.3330, 0.1004], [-0.0066, -1.7788, 2.1236], [-1.6301, -3.1857, 1.1737]],
  "lowdin_charge": [-0.111, -0.068, -0.019, -0.392, -0.061, -0.092, -0.531, 0.081, 0.079, 0.078, 0.079, 0.137, 0.079, 0.085, 0.093, 0.131, 0.142, -0.056, 0.068, 0.280]
}

---

## y
{
  "formula": "C7H11NO",
  "method": "ωB97M-V/def2-TZVPD",
  "gap_ev": 10.007,
  "spin_multiplicity": 1,
  "e_homo_ev": -9.02,
  "smiles": "CCN1[C@@H]2CCC(=O)[C@@H]21",
  "charge": 0,
  "symbols": ["C", "C", "N", "C", "C", "C", "C", "O", "C", "H", "H", "H", "H", "H", "H", "H", "H", "H", "H", "H"],
  "positions_angstrom": [[2.2605, 1.3716, 0.9476], [0.9395, 1.6401, 0.2500], [0.1603, 0.4061, 0.2930], [-0.9730, 0.3688, -0.5942], [-2.0938, -0.6020, -0.1606], [-1.3454, -1.8824, 0.2407], [-0.0907, -1.8500, -0.5821], [0.5910, -2.8039, -0.8958], [0.2401, -0.4204, -0.8849], [2.7403, 0.5966, 0.3408], [2.1061, 0.9938, 1.9602], [2.8849, 2.2661, 0.9966], [1.1032, 1.9751, -0.7890], [0.3579, 2.3914, 0.7639], [-1.2372, 1.3094, -1.1164], [-2.7923, -0.1627, 0.6013], [-2.8430, -0.7895, -1.0002], [-1.0396, -1.8012, 1.2613], [-1.8673, -2.8136, 0.1086], [0.8986, -0.1933, -1.7407]],
  "lowdin_charge": [-0.084, -0.260, -0.038, -0.230, -0.125, -0.099, -0.346, 0.095, -0.167, 0.076, 0.076, 0.072, 0.118, 0.112, 0.155, 0.116, 0.128, 0.118, 0.119, 0.165]
}

---

In hartree, relative to the most stable structure: w 0.2156; x 0.0901; y 0.0000.

---

## w
{
  "formula": "C7H11NO",
  "method": "ωB97M-V/def2-TZVPD",
  "gap_ev": 9.819,
  "spin_multiplicity": 1,
  "e_homo_ev": -9.03,
  "smiles": "CC(=O)[C@@]12CNC[C@@H]1C2",
  "charge": 0,
  "symbols": ["C", "C", "O", "C", "C", "N", "C", "C", "C", "H", "H", "H", "H", "H", "H", "H", "H", "H", "H", "H"],
  "positions_angstrom": [[-2.5791, -0.5470, -0.2550], [-1.4937, 0.1388, 0.6037], [-1.6498, 0.5086, 1.7822], [-0.0890, -0.0526, 0.2208], [0.3501, -0.4183, -1.2564], [1.3214, 0.6593, -1.5021], [2.0893, 0.7277, -0.2619], [1.0706, 0.7027, 0.8321], [0.7174, -0.5912, 1.4485], [-2.8636, -0.0466, -1.2820], [-2.2646, -1.6041, -0.5340], [-3.5526, -0.7003, 0.3556], [-0.4760, -0.3169, -1.8986], [0.7501, -1.3714, -1.6217], [0.6874, 1.5568, -1.6705], [2.9295, -0.0266, 0.0610], [2.4740, 1.7278, -0.2086], [1.1496, 1.6119, 1.5199], [0.1211, -0.4486, 2.3489], [1.3079, -1.5101, 1.3182]],
  "lowdin_charge": [-0.028, -0.365, 0.027, -0.273, -0.143, -0.073, -0.216, -0.241, -0.022, 0.109, 0.096, 0.101, 0.077, 0.122, 0.171, 0.161, 0.097, 0.173, 0.105, 0.121]
}

---

## x
{
  "formula": "C7H11NO",
  "method": "ωB97M-V/def2-TZVPD",
  "gap_ev": 9.155,
  "spin_multiplicity": 1,
  "e_homo_ev": -8.66,
  "smiles": "CC1(N=O)CC1.C1=CC1",
  "charge": 0,
  "symbols": ["C", "C", "N", "O", "C", "C", "H", "H", "H", "H", "H", "H", "H", "C", "C", "C", "H", "H", "H", "H"],
  "positions_angstrom": [[2.3431, 1.2530, -0.8919], [1.6077, 0.2829, 0.1194], [0.3680, 0.8167, 0.7163], [-0.0180, 1.9544, 0.5085], [2.1368, -0.8884, 0.9540], [1.2120, -1.1518, -0.1668], [3.0876, 1.8000, -0.2876], [1.4878, 1.6833, -1.4179], [2.7780, 0.5727, -1.5620], [1.8545, -0.8700, 1.9248], [3.1425, -1.0650, 0.9566], [1.7291, -1.5423, -0.9521], [0.2942, -1.5221, 0.1890], [-4.0562, 0.0029, 0.1040], [-3.0889, 0.3752, -0.6896], [-2.6959, -0.6270, 0.3872], [-4.9267, 0.1876, 0.7150], [-2.8559, 0.6583, -1.6793], [-1.9557, -0.3279, 1.0549], [-2.4439, -1.5925, 0.0174]],
  "lowdin_charge": [0.009, -0.402, -0.013, 0.000, -0.054, -0.054, 0.093, 0.076, 0.047, 0.070, 0.082, 0.083, 0.090, -0.039, -0.053, -0.174, 0.086, 0.077, 0.024, 0.053]
}

---

## y
{
  "formula": "C7H11NO",
  "method": "ωB97M-V/def2-TZVPD",
  "gap_ev": 10.354,
  "spin_multiplicity": 1,
  "e_homo_ev": -9.62,
  "smiles": "C#C[C@@](C)(CC)NC=O",
  "charge": 0,
  "symbols": ["C", "C", "C", "C", "C", "C", "N", "C", "O", "H", "H", "H", "H", "H", "H", "H", "H", "H", "H", "H"],
  "positions_angstrom": [[0.8110, 2.8314, -0.1687], [0.6133, 1.6434, 0.0031], [0.1812, -0.0989, 0.3600], [0.6470, -0.3930, 1.7321], [-1.4661, -0.2104, 0.2675], [-2.0859, 0.0820, -1.0567], [0.8554, -0.9562, -0.6031], [2.2161, -0.9989, -0.8000], [3.0888, -0.2880, -0.3456], [0.7330, 3.8277, -0.4918], [-0.0898, -1.2560, 2.1502], [1.6457, -0.8098, 1.8572], [0.6069, 0.4939, 2.4611], [-1.8186, 0.3551, 1.0558], [-1.6057, -1.2956, 0.6201], [-1.6003, -0.1305, -2.0468], [-2.5218, 1.0895, -1.1137], [-2.9521, -0.6184, -1.2485], [0.1349, -1.5344, -1.1698], [2.6069, -1.7329, -1.4624]],
  "lowdin_charge": [0.044, -0.002, -0.415, -0.087, -0.193, -0.132, 0.051, -0.352, 0.032, 0.000, 0.127, 0.071, 0.113, 0.080, 0.127, 0.085, 0.076, 0.084, 0.179, 0.112]
}

---

In hartree, relative to the most stable structure: w 0.0000; x 0.1654; y 0.0398.

---

## w
{
  "formula": "C7H11NO",
  "method": "ωB97M-V/def2-TZVPD",
  "gap_ev": 8.271,
  "spin_multiplicity": 1,
  "e_homo_ev": -8.13,
  "smiles": "[H]/N=C(/C)C(=C)/C(O)=C\\C",
  "charge": 0,
  "symbols": ["H", "N", "C", "C", "C", "C", "C", "O", "C", "C", "H", "H", "H", "H", "H", "H", "H", "H", "H", "H"],
  "positions_angstrom": [[2.0772, -0.0278, -1.4279], [2.1431, -0.2173, -0.4323], [1.0836, 0.0088, 0.2586], [1.1878, -0.1623, 1.7509], [0.0734, 1.1542, -0.1749], [0.3247, 2.2877, -0.8144], [-1.1838, 0.4651, -0.0209], [-2.1551, 1.1816, 0.5877], [-1.0954, -0.9141, -0.0078], [-0.6559, -1.7885, -1.1457], [1.9250, -0.9288, 1.9810], [1.4942, 0.7698, 2.2241], [0.2359, -0.4690, 2.1818], [1.3442, 2.6183, -0.9567], [-0.4759, 2.8951, -1.2109], [-2.8727, 0.5898, 0.8520], [-1.8317, -1.4023, 0.6306], [-0.1656, -2.6762, -0.7407], [0.0454, -1.2563, -1.7841], [-1.4983, -2.1279, -1.7503]],
  "lowdin_charge": [0.048, 0.137, -0.409, -0.045, -0.192, 0.114, -0.335, 0.081, -0.136, -0.093, 0.079, 0.087, 0.073, 0.072, 0.076, 0.115, 0.108, 0.079, 0.066, 0.076]
}

---

## x
{
  "formula": "C7H11NO",
  "method": "ωB97M-V/def2-TZVPD",
  "gap_ev": 10.889,
  "spin_multiplicity": 1,
  "e_homo_ev": -9.99,
  "smiles": "O=C=NC1CCCCC1",
  "charge": 0,
  "symbols": ["O", "C", "N", "C", "C", "C", "C", "C", "C", "H", "H", "H", "H", "H", "H", "H", "H", "H", "H", "H"],
  "positions_angstrom": [[-2.9128, 1.6688, -1.6061], [-2.2996, 1.5961, -0.6063], [-1.5471, 1.6345, 0.3650], [-0.5393, 0.7590, 0.8357], [0.8059, 1.0922, 0.1416], [0.9190, 0.2474, -1.1403], [1.2442, -1.1150, -0.6147], [0.3576, -1.4188, 0.6148], [-0.9518, -0.7387, 0.5775], [-0.3704, 0.7871, 1.9414], [1.7199, 0.8761, 0.8456], [0.7308, 2.1416, -0.0260], [1.6140, 0.7880, -1.7792], [-0.0492, 0.2695, -1.6020], [2.3449, -1.0102, -0.2901], [1.1936, -1.8795, -1.4022], [0.3393, -2.4975, 0.9261], [0.6842, -1.0672, 1.5570], [-1.4591, -1.0420, 1.4956], [-1.8241, -1.0914, -0.2331]],
  "lowdin_charge": [0.148, -0.297, 0.136, -0.348, -0.157, -0.209, -0.194, -0.243, -0.187, 0.149, 0.150, 0.096, 0.115, 0.099, 0.134, 0.109, 0.130, 0.087, 0.100, 0.180]
}

---

In hartree, relative to the most stable structure: w 0.0735; x 0.0000.